ORCA calculation (wB97M-V/def2-TZVPD) on a structure of composition C5H10N2O.

Geometry (Å):
C: 1.44 0.37 -0.23
C: 1.20 1.37 0.83
C: 0.46 -0.34 -1.07
C: -0.66 -2.13 0.46
C: -0.67 -0.75 -0.13
N: -1.70 1.29 -0.30
O: 0.91 2.15 -0.27
N: -1.68 0.01 0.11
H: 2.47 0.03 -0.35
H: -0.80 1.83 -0.41
H: -2.52 1.77 0.03
H: 0.41 1.14 1.55
H: 2.13 1.64 1.35
H: 0.90 -1.22 -1.53
H: 0.05 0.32 -1.85
H: -0.62 -2.89 -0.34
H: 0.22 -2.29 1.09
H: -1.56 -2.29 1.05

**Calculated total energy**: -10371.06402 eV
**E_LUMO**: 0.06 eV
**Relative energy (zero: lowest compared OMol25 entry of this formula, charge and spin)**: 409.2 kJ/mol
**Molar mass**: 114.1 g mol⁻¹
**Highest occupied orbital energy**: -8.0 eV

ORCA calculation (wB97M-V/def2-TZVPD) on a structure of composition C6H18AsClKO5SSi.

Geometry (Å):
K: 1.47 -0.42 1.68
C: 0.07 -4.05 -1.40
Si: -0.89 -2.69 -0.49
C: -1.82 -3.57 0.90
C: -2.22 -2.13 -1.72
O: 0.01 -1.50 0.03
H: -0.59 -4.85 -1.74
H: 0.84 -4.49 -0.75
H: 0.59 -3.64 -2.27
H: -2.47 -4.37 0.54
H: -2.45 -2.86 1.45
H: -1.12 -4.01 1.62
H: -2.81 -2.98 -2.10
H: -1.77 -1.63 -2.58
H: -2.92 -1.43 -1.26
C: -1.11 1.32 -0.91
As: -0.46 2.58 0.38
C: -1.39 4.24 0.02
C: 1.37 2.96 -0.08
S: -0.71 1.99 2.37
H: -0.83 1.65 -1.91
H: -2.19 1.26 -0.82
H: -0.67 0.34 -0.68
H: -1.27 4.52 -1.03
H: -0.98 5.01 0.67
H: -2.44 4.10 0.25
H: 1.42 3.44 -1.06
H: 1.96 2.04 -0.10
H: 1.79 3.60 0.68
O: 5.76 1.13 2.02
Cl: 4.33 1.12 2.07
O: 3.82 2.41 2.46
O: 3.80 0.78 0.75
O: 3.87 0.11 3.00

**Calculated total energy**: -125149.25481 eV
**E_LUMO**: 2.51 eV
**Relative energy (zero: lowest compared OMol25 entry of this formula, charge and spin)**: 15.1 kJ/mol
**Molar mass**: 379.8 g mol⁻¹
**Charge**: -1
**Highest occupied orbital energy**: -5.7 eV

ORCA calculation (wB97M-V/def2-TZVPD) on the molecule C2H3NO2.

Geometry (Å):
C: -1.04 0.02 -0.02
C: 0.42 0.21 0.43
N: -0.22 -0.98 -0.25
O: -2.17 0.41 -0.13
O: 1.35 0.90 -0.15
H: 0.74 0.13 1.43
H: -0.19 -2.03 -0.24
H: 1.11 1.34 -1.08

**Calculated total energy**: -7705.41983 eV
**E_LUMO**: 0.66 eV
**Relative energy (zero: lowest compared OMol25 entry of this formula, charge and spin)**: 233.8 kJ/mol
**Molar mass**: 73.1 g mol⁻¹
**Highest occupied orbital energy**: -9.5 eV
**SMILES**: O=C1N[C@H]1O

Per-record gap between HOMO and LUMO, Eh: 0.2972 0.3003 0.3728